1.
Formula: C21H56O7
Source: OMol25
Level of theory: the ωB97M-V functional and the def2-TZVPD basis

ΔE to the lowest compared entry with this formula, charge and spin, kcal/mol: 0.0
Frontier orbital gap (alpha / beta), eV: 9.2477 / 2.5478
Multiplicity: 2
LUMO energy (alpha / beta), eV: -2.58 / -9.28
Strongest force on any atom, hartree/bohr: 0.058
Net charge: +1

Each line ends with the Löwdin spin population.
Cartesian coordinates (Å):
O1 -0.952 -0.639 -2.518  0.000
O2 4.303 1.003 4.789  0.001
O3 -1.689 2.147 -1.310  0.604
O4 3.196 -2.731 -2.978  0.000
O5 -3.279 -3.588 2.312  0.000
O6 4.210 3.290 -0.742  0.000
O7 -5.890 -3.342 1.395  0.001
C1 -1.407 -0.031 -4.684  0.000
C2 -2.502 -1.652 3.349  0.001
C3 2.723 0.724 3.064  0.001
C4 3.464 -1.374 -2.784  0.000
C5 -2.393 -3.146 3.312  0.000
C6 3.592 4.489 -0.332  0.000
C7 -5.506 -1.066 0.696  0.002
C8 -6.108 -2.402 0.379  0.001
C9 4.018 1.401 3.482  0.000
C10 -0.105 1.635 0.457  0.100
C11 -0.924 -3.566 2.952  0.000
C12 3.125 -0.921 -1.378  0.000
C13 -2.043 -0.475 -3.396  0.002
C14 3.803 4.764 1.160  0.000
C15 -2.692 -1.874 -3.445  0.001
C16 4.030 5.662 -1.175  0.000
C17 -2.527 0.887 0.433  0.116
C18 -1.582 2.000 0.083  0.127
C19 2.680 -0.692 -3.893  0.000
C20 5.292 1.003 2.645  0.000
C21 -5.610 -3.113 -0.901  0.000
H1 5.112 5.795 -1.184  0.000
H2 -4.472 -1.202 1.011  0.001
H3 0.005 1.538 1.537  0.009
H4 -4.523 -3.158 -0.971  0.000
H5 -3.158 -4.533 2.196  0.000
H6 -4.965 -3.195 1.603  0.000
H7 3.090 0.311 -4.014  0.000
H8 3.903 2.485 3.501  0.000
H9 -2.105 -1.236 2.422  0.001
H10 -6.007 -2.620 -1.788  0.000
H11 -0.971 0.963 -4.589  0.000
H12 2.355 0.955 2.064  0.001
H13 -5.566 -0.388 -0.156  0.000
H14 -2.336 0.529 1.445  0.012
H15 -3.600 -1.817 -4.045  0.000
H16 -5.987 -0.654 1.584  0.000
H17 -0.969 -4.652 2.869  0.000
H18 -2.018 2.841 0.624  -0.001
H19 -2.770 -3.640 4.208  0.000
H20 3.684 6.629 -0.811  0.000
H21 2.520 4.325 -0.437  0.000
H22 4.036 3.071 -1.661  0.000
H23 1.611 -0.658 -3.686  0.000
H24 -0.594 -0.624 -5.103  0.000
H25 0.526 2.470 0.154  0.005
H26 3.812 5.476 -2.226  0.000
H27 2.783 -0.359 3.166  0.000
H28 3.492 5.763 1.467  0.000
H29 3.228 4.075 1.780  0.000
H30 6.226 1.463 2.969  0.000
H31 -2.680 0.288 -2.948  0.001
H32 0.236 0.730 -0.044  0.001
H33 -1.911 -1.268 4.180  0.000
H34 -7.186 -2.274 0.280  0.000
H35 -2.201 0.111 -5.418  0.000
H36 4.522 -1.208 -2.984  0.000
H37 2.826 -1.154 -4.869  0.000
H38 -3.557 1.242 0.397  0.006
H39 2.071 -1.093 -1.161  0.000
H40 3.334 0.131 -1.180  0.000
H41 4.828 4.531 1.448  0.000
H42 5.541 -0.057 2.697  0.000
H43 -3.539 -1.319 3.367  0.000
H44 3.545 0.824 5.352  0.000
H45 -2.972 -2.055 -2.407  0.000
H46 -0.154 -3.259 3.659  0.000
H47 -5.898 -4.163 -0.850  0.000
H48 -2.498 -0.051 -0.121  0.002
H49 3.858 -3.264 -2.532  0.000
H50 -0.433 -1.404 -2.778  0.000
H51 5.200 1.244 1.586  0.000
H52 1.906 1.068 3.698  0.000
H53 -0.609 -3.172 1.986  0.000
H54 3.664 -1.494 -0.624  0.000
H55 -2.031 -2.591 -3.932  0.000
H56 -1.434 1.310 -1.704  0.006

2.
Formula: C34H39N2OSi
Source: OMol25
Level of theory: the ωB97M-V functional and the def2-TZVPD basis

Frontier orbital gap, eV: 5.7590
LUMO energy, eV: -4.80
Strongest force on any atom, hartree/bohr: 0.030
Net charge: +1

Each line ends with the Löwdin charge.
Cartesian coordinates (Å):
Si1 0.751 -1.993 -1.490  0.370
O1 1.907 -1.173 -0.656  -0.173
N1 2.377 1.371 -0.165  -0.006
N2 -2.471 5.100 0.887  -0.007
C1 -0.191 3.497 0.886  0.109
C2 0.771 -1.484 -3.282  -0.153
C3 4.276 -3.239 3.191  -0.088
C4 5.068 -3.009 -3.860  -0.083
C5 -1.889 4.783 2.103  -0.110
C6 4.223 -1.001 -2.798  -0.043
C7 1.013 -3.828 -1.386  -0.146
C8 4.094 2.482 1.021  -0.147
C9 -3.661 5.943 0.890  -0.009
C10 4.361 -3.062 -1.548  -0.045
C11 -0.868 2.565 -1.283  0.009
C12 -3.104 4.249 -1.299  0.003
C13 3.284 -1.014 -0.404  -0.316
C14 2.995 -2.692 3.060  -0.072
C15 4.957 -2.133 1.164  -0.062
C16 5.266 -2.944 2.253  -0.067
C17 -0.699 3.983 2.104  -0.108
C18 -1.014 3.528 -0.247  -0.102
C19 -0.220 3.517 3.362  0.015
C20 2.912 2.711 0.071  -0.216
C21 -1.006 3.622 4.499  -0.045
C22 -2.547 5.063 3.307  0.001
C23 4.043 -1.694 -1.594  -0.132
C24 3.634 -1.717 0.934  -0.177
C25 2.662 -1.936 1.918  -0.020
C26 -2.182 4.371 -0.249  -0.106
C27 -3.050 3.144 -2.145  -0.015
C28 4.697 -1.666 -3.938  -0.078
C29 4.993 -3.685 -2.637  -0.059
C30 3.540 0.509 -0.249  -0.257
C31 -0.778 -1.395 -0.612  -0.144
C32 -2.173 4.402 4.473  -0.021
C33 4.404 0.988 0.927  -0.119
C34 -1.938 2.280 -2.113  -0.042
H1 1.573 -1.987 -3.839  0.033
H2 -3.909 4.980 -1.398  0.111
H3 3.841 2.788 2.047  0.109
H4 -1.683 -1.730 -1.143  0.038
H5 4.114 0.812 -1.143  0.127
H6 0.741 2.999 3.397  0.131
H7 5.448 0.779 0.698  0.123
H8 5.385 -4.702 -2.534  0.111
H9 2.167 3.374 0.528  0.072
H10 -3.571 6.689 1.679  0.095
H11 -2.787 4.516 5.367  0.126
H12 1.655 -1.507 1.800  0.119
H13 -0.801 -0.296 -0.541  0.012
H14 4.943 3.077 0.663  0.112
H15 5.407 -3.532 -4.754  0.105
H16 1.750 1.281 -0.955  0.085
H17 4.512 -3.877 4.041  0.103
H18 3.286 3.195 -0.861  0.127
H19 -3.402 5.741 3.319  0.109
H20 3.960 0.057 -2.874  0.111
H21 -1.903 1.388 -2.746  0.122
H22 0.047 -4.325 -1.571  0.041
H23 -0.797 -1.803 0.410  0.039
H24 0.677 2.852 0.918  0.091
H25 -3.864 2.957 -2.847  0.126
H26 0.073 2.012 -1.350  0.103
H27 1.380 -4.125 -0.394  0.040
H28 -4.579 5.356 1.067  0.129
H29 -3.745 6.468 -0.065  0.102
H30 4.760 -1.122 -4.886  0.108
H31 0.882 -0.398 -3.394  0.028
H32 5.733 -1.816 0.466  0.127
H33 -0.190 -1.783 -3.728  0.037
H34 1.729 -4.168 -2.148  0.035
H35 -0.722 3.106 5.420  0.122
H36 6.277 -3.328 2.360  0.108
H37 4.125 -3.656 -0.658  0.123
H38 2.241 -2.851 3.840  0.104
H39 4.106 0.472 1.846  0.115

3.
Formula: C6H16O
Source: OMol25
Level of theory: the ωB97M-V functional and the def2-TZVPD basis

ΔE to the lowest compared entry with this formula, charge and spin, kcal/mol: 64.0
Frontier orbital gap, eV: 10.8310
SMILES string: CC(C)C.CCO
LUMO energy, eV: 0.90
Strongest force on any atom, hartree/bohr: 0.146

Each line ends with the natural charge from an NBO analysis.
Cartesian coordinates (Å):
O1 -3.621 1.855 -0.024  -0.733
C1 1.400 -0.361 -0.272  -0.201
C2 2.298 -1.571 -0.711  -0.583
C3 1.883 0.954 -0.881  -0.611
C4 -2.657 1.082 0.639  -0.069
C5 -2.632 -0.389 -0.070  -0.696
C6 1.421 -0.366 1.293  -0.625
H1 3.357 -1.073 -0.619  0.187
H2 2.082 0.923 -1.965  0.212
H3 0.493 -0.836 1.644  0.222
H4 1.992 -1.801 -1.587  0.184
H5 -3.640 -0.793 0.020  0.225
H6 2.400 -0.605 1.722  0.214
H7 1.303 0.703 1.580  0.196
H8 2.757 1.201 -0.283  0.202
H9 -2.961 1.238 1.676  0.180
H10 -3.983 1.385 -0.789  0.468
H11 -1.752 1.738 0.640  0.169
H12 -2.013 -0.545 -1.005  0.235
H13 1.237 1.748 -0.700  0.210
H14 0.414 -0.693 -0.688  0.184
H15 2.365 -2.542 -0.185  0.210
H16 -2.143 -1.253 0.564  0.221

4.
Formula: C22H45N3
Source: OMol25
Level of theory: the ωB97M-V functional and the def2-TZVPD basis

ΔE to the lowest compared entry with this formula, charge and spin, kcal/mol: 0.0
Frontier orbital gap, eV: 9.0202
SMILES string: CCCC[C@H](CN[C@@H](CNC)[C@H](C)CC)NCC[C@]12CC[C@H](CC1)C2
LUMO energy, eV: 0.79
Strongest force on any atom, hartree/bohr: 0.014

Each line ends with the natural charge from an NBO analysis.
Cartesian coordinates (Å):
N1 2.530 1.938 -2.247  -0.627
N2 -0.305 -1.246 0.999  -0.656
N3 1.840 -0.162 -0.498  -0.671
C1 -1.388 0.866 0.398  -0.402
C2 -1.571 -3.784 -0.238  -0.396
C3 -1.764 -5.295 -0.347  -0.387
C4 -4.640 2.644 0.717  -0.217
C5 -3.610 1.173 -0.887  -0.408
C6 3.155 1.791 -0.947  -0.228
C7 6.214 0.075 1.999  -0.601
C8 -3.760 3.829 0.312  -0.405
C9 -1.582 -0.551 0.948  -0.210
C10 -4.960 1.833 -0.543  -0.407
C11 3.136 0.897 2.056  -0.623
C12 3.332 1.471 -3.359  -0.413
C13 0.149 -1.881 -0.232  -0.054
C14 3.898 0.186 0.940  -0.230
C15 -3.638 1.734 1.424  -0.415
C16 -2.675 1.664 0.232  -0.016
C17 -3.238 -5.681 -0.310  -0.600
C18 5.358 0.649 0.874  -0.393
C19 -0.095 -3.397 -0.274  -0.392
C20 1.652 -1.590 -0.384  -0.194
C21 3.204 0.333 -0.440  -0.040
C22 -2.415 3.160 -0.029  -0.408
H1 0.422 -3.859 0.572  0.192
H2 -1.968 -0.485 1.968  0.196
H3 -3.652 4.529 1.141  0.206
H4 -2.108 3.339 -1.058  0.208
H5 -0.284 -1.917 1.757  0.364
H6 2.798 1.685 -4.284  0.199
H7 0.353 -3.794 -1.188  0.204
H8 -0.725 1.402 1.081  0.203
H9 3.562 0.396 -3.336  0.157
H10 2.106 0.547 2.107  0.214
H11 4.162 2.207 -1.005  0.193
H12 -1.620 3.525 0.622  0.205
H13 -1.319 -5.649 -1.280  0.194
H14 1.277 0.287 0.217  0.377
H15 1.654 1.420 -2.221  0.368
H16 3.905 -0.887 1.171  0.193
H17 2.566 2.391 -0.249  0.189
H18 7.245 0.407 1.894  0.209
H19 -1.239 -5.786 0.476  0.193
H20 -3.696 0.087 -0.877  0.202
H21 -2.093 -3.296 -1.065  0.195
H22 5.397 1.739 0.919  0.196
H23 3.785 -0.262 -1.158  0.184
H24 -2.024 -3.438 0.694  0.193
H25 5.787 0.339 -0.081  0.198
H26 -5.722 1.082 -0.332  0.205
H27 -3.353 -6.760 -0.386  0.208
H28 6.201 -1.013 1.972  0.200
H29 -5.522 2.928 1.290  0.212
H30 -3.696 -5.353 0.621  0.200
H31 -4.063 0.768 1.690  0.204
H32 -4.180 4.374 -0.533  0.204
H33 -3.774 -5.219 -1.136  0.201
H34 -3.243 1.469 -1.869  0.206
H35 -2.324 -1.086 0.339  0.167
H36 2.038 -2.065 -1.292  0.186
H37 -3.189 2.191 2.305  0.207
H38 -5.330 2.467 -1.348  0.205
H39 4.273 2.023 -3.369  0.187
H40 5.853 0.399 2.971  0.200
H41 3.134 1.973 1.903  0.202
H42 -0.885 0.808 -0.570  0.209
H43 3.600 0.692 3.018  0.210
H44 2.174 -2.034 0.480  0.158
H45 -0.370 -1.407 -1.071  0.193

5.
Formula: C3H4NOS
Source: OMol25
Level of theory: the ωB97M-V functional and the def2-TZVPD basis

ΔE to the lowest compared entry with this formula, charge and spin, kcal/mol: 45.1
Frontier orbital gap, eV: 6.1842
LUMO energy, eV: 3.65
Strongest force on any atom, hartree/bohr: 0.053
Net charge: -1

Each line ends with the natural charge from an NBO analysis.
Cartesian coordinates (Å):
S1 2.411 -1.511 -0.434  -0.338
O1 2.577 1.022 0.539  -0.587
N1 -0.599 1.538 -0.760  -0.735
C1 2.108 0.029 0.068  0.397
C2 -1.048 -0.589 0.331  -0.743
C3 -0.207 0.460 -0.258  0.169
H1 -1.738 1.617 -0.848  0.226
H2 -2.103 -0.584 0.068  0.161
H3 -0.611 -1.440 -0.049  0.229
H4 -0.789 -0.542 1.344  0.220

6.
Formula: C3H10NO2
Source: OMol25
Level of theory: the ωB97M-V functional and the def2-TZVPD basis

ΔE to the lowest compared entry with this formula, charge and spin, kcal/mol: 24.7
Frontier orbital gap, eV: 10.4400
LUMO energy, eV: -3.46
Strongest force on any atom, hartree/bohr: 0.049
Net charge: +1

Each line ends with the natural charge from an NBO analysis.
Cartesian coordinates (Å):
O1 -2.497 0.398 -0.521  -0.950
O2 0.376 1.021 1.542  -0.499
N1 -0.485 -1.377 -0.847  -0.713
C1 1.401 0.219 -0.423  -0.539
C2 1.267 1.165 0.750  0.434
C3 0.817 -1.151 -0.058  -0.198
H1 -0.201 -1.340 -1.839  0.416
H2 1.445 -1.964 -0.368  0.227
H3 2.385 0.115 -0.853  0.257
H4 0.733 0.615 -1.189  0.236
H5 1.932 2.035 0.855  0.155
H6 -1.226 -0.610 -0.880  0.474
H7 -3.067 0.934 -1.100  0.510
H8 -0.929 -2.298 -0.809  0.437
H9 -3.148 -0.100 0.001  0.500
H10 0.481 -1.237 0.966  0.252

7.
Formula: C10H14FNO4S
Source: OMol25
Level of theory: the ωB97M-V functional and the def2-TZVPD basis

ΔE to the lowest compared entry with this formula, charge and spin, kcal/mol: 4.0
Frontier orbital gap, eV: 9.8348
SMILES string: COCCNS(=O)(=O)c1ccc(F)c(OC)c1
LUMO energy, eV: 0.63
Strongest force on any atom, hartree/bohr: 0.017

Each line ends with the natural charge from an NBO analysis.
Cartesian coordinates (Å):
S1 -1.604 1.717 -0.518  2.309
F1 3.739 -0.665 -1.086  -0.325
O1 3.053 0.967 1.252  -0.494
O2 -2.475 1.127 -1.495  -0.944
O3 -2.388 -2.310 0.497  -0.534
O4 -1.468 3.142 -0.481  -0.932
N1 -2.043 1.243 1.031  -0.872
C1 2.237 0.680 0.219  0.299
C2 -2.828 0.027 1.132  -0.273
C3 0.021 0.987 -0.691  -0.338
C4 0.320 0.228 -1.806  -0.198
C5 1.587 -0.315 -1.910  -0.261
C6 2.523 -0.093 -0.914  0.320
C7 0.948 1.219 0.298  -0.223
C8 -1.909 -1.210 1.227  -0.073
C9 -2.132 -2.242 -0.890  -0.262
C10 4.390 0.501 1.266  -0.249
H1 -3.460 -0.076 0.242  0.220
H2 -0.902 -0.928 0.887  0.169
H3 1.875 -0.916 -2.758  0.239
H4 0.689 1.822 1.152  0.248
H5 -2.521 -1.324 -1.340  0.184
H6 4.816 0.891 2.189  0.198
H7 -2.630 -3.104 -1.329  0.195
H8 -0.431 0.075 -2.562  0.248
H9 -1.054 -2.302 -1.086  0.163
H10 -2.432 2.035 1.517  0.415
H11 4.437 -0.590 1.277  0.185
H12 4.959 0.882 0.415  0.185
H13 -1.841 -1.554 2.262  0.192
H14 -3.476 0.085 2.006  0.211

8.
Formula: C33H35N7O3STaTe
Source: OMol25
Level of theory: the ωB97M-V functional and the def2-TZVPD basis

ΔE to the lowest compared entry with this formula, charge and spin, kcal/mol: 66.2
Frontier orbital gap, eV: 5.9301
LUMO energy, eV: -10.26
Strongest force on any atom, hartree/bohr: 0.056
Net charge: +3

Each line ends with the natural charge from an NBO analysis.
Cartesian coordinates (Å):
Ta1 -0.958 -0.642 0.858  1.718
Te1 1.456 -1.729 -0.004  1.025
S1 -0.255 -0.573 3.156  0.051
O1 -0.696 -2.781 1.226  -0.620
O2 -2.543 -2.058 0.419  -0.628
O3 -1.011 1.979 -6.006  -0.485
N1 -0.174 0.549 -1.075  -0.608
N2 -2.778 0.587 -0.334  -0.498
N3 -0.752 1.109 -3.378  -0.427
N4 -0.432 2.052 2.528  -0.399
N5 -0.236 -3.549 -1.314  -0.473
N6 0.642 1.550 4.492  -0.522
N7 -1.128 1.610 1.486  -0.315
C1 3.202 -2.440 3.954  -0.214
C2 5.278 0.166 -0.606  -0.165
C3 -4.670 0.747 -1.783  -0.209
C4 -1.979 -5.318 -2.522  -0.127
C5 4.149 -0.633 -0.599  -0.245
C6 0.109 -4.165 -2.436  0.062
C7 -4.766 2.108 -1.538  -0.107
C8 -1.625 -2.911 0.395  0.772
C9 2.771 -1.845 2.780  -0.183
C10 2.065 -4.009 1.956  -0.231
C11 -2.843 1.914 -0.106  0.131
C12 -0.732 -5.065 -3.077  -0.194
C13 3.056 -3.807 4.139  -0.156
C14 2.494 -4.586 3.141  -0.175
C15 -3.838 2.700 -0.697  -0.186
C16 -1.892 2.464 0.848  0.340
C17 -1.377 2.406 -3.674  -0.237
C18 -0.179 3.101 6.185  -0.617
C19 -0.711 0.136 -4.478  -0.238
C20 -0.833 2.942 -5.006  -0.084
C21 -3.660 0.031 -1.156  0.073
C22 5.237 1.411 0.002  -0.184
C23 -1.870 3.919 1.140  -0.698
C24 4.066 1.859 0.596  -0.139
C25 2.200 -2.637 1.786  -0.289
C26 2.931 1.059 0.611  -0.267
C27 -1.442 -3.795 -0.787  0.038
C28 -2.360 -4.658 -1.356  -0.182
C29 2.981 -0.203 0.029  -0.287
C30 0.761 2.907 5.000  -0.227
C31 -0.239 0.839 -5.758  -0.084
C32 -0.443 0.811 -2.185  0.690
C33 0.010 1.194 3.397  0.353
H1 0.046 2.395 6.980  0.221
H2 -3.586 -1.037 -1.302  0.234
H3 -1.215 2.976 5.880  0.215
H4 -1.778 4.495 0.220  0.255
H5 0.226 3.218 -4.913  0.189
H6 3.383 -4.259 5.061  0.247
H7 1.626 -4.622 1.182  0.227
H8 -2.797 4.223 1.624  0.274
H9 -5.358 0.247 -2.445  0.265
H10 -0.380 0.174 -6.610  0.236
H11 2.017 1.413 1.083  0.203
H12 2.392 -5.649 3.281  0.245
H13 -0.404 -5.556 -3.979  0.260
H14 3.661 -1.833 4.720  0.237
H15 -3.897 3.753 -0.484  0.259
H16 4.166 -1.609 -1.065  0.222
H17 1.794 3.059 5.320  0.230
H18 -2.655 -6.022 -2.981  0.260
H19 -2.456 2.250 -3.777  0.216
H20 0.825 1.099 -5.677  0.187
H21 1.095 -3.922 -2.815  0.218
H22 6.181 -0.182 -1.084  0.247
H23 -1.725 -0.251 -4.634  0.220
H24 6.121 2.028 0.018  0.246
H25 -3.329 -4.816 -0.909  0.254
H26 -1.403 3.823 -5.306  0.236
H27 -5.548 2.697 -1.986  0.265
H28 0.887 0.818 5.150  0.425
H29 -0.053 4.103 6.584  0.250
H30 -1.181 3.101 -2.858  0.225
H31 2.882 -0.776 2.640  0.217
H32 4.039 2.834 1.060  0.228
H33 -0.040 -0.683 -4.219  0.227
H34 -1.046 4.165 1.802  0.279
H35 0.526 3.596 4.192  0.227

Q: What is the strongest force on any atom in the sixth record?
A: 0.049 hartree/bohr

Q: strongest force on any atom of number 4 (C22H45N3)?
A: 0.014 hartree/bohr

Q: The lowest strongest force on any atom belongs to which entry?
A: C22H45N3